[1]
Below is a molecular structure, C2H3BrN2O2S, with properties calculated with ωB97M-V/def2-TZVPD.

CARTESIAN COORDINATES (ANGSTROEM)
C1 -1.7136 0.2924 0.4522
C2 1.0000 0.9016 0.1672
N1 -1.7816 1.1206 1.2508
N2 -1.5497 -0.5318 -0.5314
O1 0.8718 -1.1416 -1.8325
O2 0.6432 -1.7652 0.5915
S1 0.4422 -0.8189 -0.4844
Br1 2.8278 0.9022 -0.2709
H1 0.3940 1.7201 -0.2459
H2 0.7942 0.6775 1.2522
H3 -1.9284 -1.3569 -0.3488

Output
Spin multiplicity: 1
Max |F| in eV Å⁻¹: 6.18
LUMO energy in eV: -0.68
Net charge: 0
E_tot in hartree: -3310.10764
Highest occupied orbital energy in eV: -10.72
ΔE to the lowest compared entry with this formula, charge and spin in kJ/mol: 71.3

***

[2]
Below is a molecular structure, C9H13BiN, with properties calculated with ωB97M-V/def2-TZVPD.

CARTESIAN COORDINATES (ANGSTROEM)
C1 -1.1748 0.6082 -2.0678
C2 -0.9839 -0.7971 -2.1799
C3 0.4207 -1.0516 -2.2760
C4 1.0978 0.2129 -2.2240
C5 0.1048 1.2361 -2.0820
Bi1 0.1989 -0.1208 0.4181
C6 -1.0523 -2.1119 0.9813
C7 -2.1246 -1.2463 1.0397
C8 -3.2356 -0.5864 1.1388
N1 -0.7181 1.4902 1.1668
H1 0.8825 -2.0164 -2.3540
H2 -1.7635 -1.5390 -2.1619
H3 2.1620 0.3617 -2.2806
H4 0.2880 2.2989 -2.0288
H5 -2.1266 1.1063 -1.9783
H6 -0.9249 -2.7761 0.1204
H7 -1.2870 2.1327 1.6778
H8 -0.3864 -2.2950 1.8389
H9 -4.1772 -1.0611 1.4610
H10 -3.3483 0.4897 0.9171
C9 2.2549 0.1825 1.1170
H11 2.5485 1.1444 0.6625
H12 2.7724 -0.7342 0.7933
H13 1.9071 0.2472 2.1720

Output
Spin multiplicity: 1
Max |F| in eV Å⁻¹: 4.02
LUMO energy (alpha / beta) in eV: 3.38 / 3.38
Net charge: -1
E_tot in hartree: -619.82041
Highest occupied orbital energy (alpha / beta) in eV: -2.40 / -2.40

***

[3]
Below is a gas-phase ion, C22H40BN2O3 (charge +1), with properties calculated with ωB97M-V/def2-TZVPD.

CARTESIAN COORDINATES (ANGSTROEM)
C1 9.7752 -3.4365 1.0881
C2 9.9988 -3.0317 -0.5089
C3 9.7986 -1.3965 -0.7455
C4 8.2685 -1.0380 -0.1756
C5 7.4892 0.0798 -1.0894
C6 5.8516 -0.0434 -0.7817
C7 4.9681 1.0257 -1.6652
C8 4.5894 2.4175 -0.8810
C9 3.6330 2.1911 0.4463
C10 2.0810 1.7422 0.0535
C11 1.0081 2.2180 1.2005
C12 -0.4747 2.5880 0.5761
C13 -1.5397 1.5138 1.2126
C14 -2.9952 2.2416 1.5770
C15 -4.0777 0.9901 1.7211
C16 -5.4205 1.3646 0.8572
N1 -6.3957 0.2247 0.6600
C17 -6.3799 -1.1025 1.4125
C18 -7.4748 -2.3042 1.1586
C19 -8.6774 -2.0591 0.0640
C20 -9.7832 -3.2545 -0.1324
O1 -11.1146 -3.1335 0.0324
O2 -9.3130 -4.6374 -0.4773
C21 -8.6891 -0.6239 -0.7308
B1 -9.8391 -0.2369 -1.8406
N2 -11.0242 -1.0891 -2.2560
O3 -9.7030 1.1176 -2.4836
C22 -7.5015 0.4620 -0.3892
H1 10.1473 -2.5842 1.8010
H2 10.3665 -4.4278 1.3345
H3 8.6363 -3.6288 1.3404
H4 11.0501 -3.4097 -0.9017
H5 9.0982 -3.5387 -1.0917
H6 9.9187 -1.0788 -1.8687
H7 10.5668 -0.8740 -0.0239
H8 7.6565 -2.0541 -0.2785
H9 8.3333 -0.7436 0.9789
H10 7.6991 -0.0700 -2.2419
H11 7.7883 1.1730 -0.7951
H12 5.5281 -1.1765 -0.9699
H13 5.7030 0.1173 0.3912
H14 3.9699 0.5033 -2.0249
H15 5.5864 1.3425 -2.6292
H16 5.6163 2.9531 -0.5918
H17 4.0227 3.1291 -1.6471
H18 4.1151 1.4107 1.1747
H19 3.5644 3.2104 1.0170
H20 2.0825 0.5683 -0.1166
H21 1.8214 2.2338 -0.9799
H22 0.9769 1.3646 2.0203
H23 1.4122 3.1999 1.7049
H24 -0.5315 2.5484 -0.5923
H25 -0.7986 3.6597 0.9251
H26 -1.8053 0.6952 0.3887
H27 -1.1671 0.9946 2.1983
H28 -2.9371 2.8221 2.5949
H29 -3.3463 2.9913 0.7197
H30 -4.3760 0.9080 2.8733
H31 -3.6002 -0.0469 1.4221
H32 -5.1442 1.8668 -0.1733
H33 -5.9984 2.1975 1.4846
H34 -5.5525 -1.3204 2.2415
H35 -7.3790 -3.3076 1.7728
H36 -9.8159 -5.2603 0.1582
H37 -11.2272 -0.9594 -3.2903
H38 -11.8656 -0.6888 -1.7510
H39 -9.6697 1.0015 -3.4887
H40 -7.5035 1.4888 -0.9885

Output
Spin multiplicity: 1
Max |F| in eV Å⁻¹: 9.24
LUMO energy in eV: -5.45
Net charge: +1
E_tot in hartree: -1221.62863
Structure (SMILES): CCCCCCCCCCCCCCCC[n+]1ccc(C(=O)O)c(B(N)O)c1
Highest occupied orbital energy in eV: -11.34

***

[4]
Below is 5 unconnected molecules or ions with the total composition C43H62BN4O3Si, with properties calculated with ωB97M-V/def2-TZVPD.

CARTESIAN COORDINATES (ANGSTROEM)
C1 -1.8104 -5.5560 -3.4185
C2 -1.3519 -4.6590 -4.5737
C3 -2.1846 -3.3779 -4.7127
B1 -2.4648 -2.5787 -3.3202
O1 -2.8785 -1.1441 -3.5952
C4 -2.1096 -0.3017 -2.7977
C5 -2.9059 0.8621 -2.1992
C6 -1.9507 1.9499 -1.6738
C7 -2.2780 2.5180 -0.2904
C8 -1.0214 3.0692 0.3942
C9 -1.2491 4.1244 1.4772
C10 -0.1312 4.1108 2.5252
C11 -0.2815 2.9317 3.5050
C12 1.0003 2.5908 4.3064
Si1 1.3888 0.7555 4.4142
C13 -0.1603 -0.2214 4.7976
C14 2.6110 0.4652 5.8292
C15 2.1978 0.1806 2.8207
C16 1.8337 0.7686 1.6048
C17 2.3976 0.3758 0.3980
C18 3.3464 -0.6389 0.3834
C19 3.7282 -1.2391 1.5794
C20 3.1640 -0.8313 2.7839
C21 -1.3367 -1.2129 -1.8199
C22 -2.0160 -1.4025 -0.4713
O2 -1.2211 -2.2364 0.3680
C23 -1.0492 -1.7261 1.6612
O3 -1.2158 -2.4246 -2.5146
H1 -1.4353 -6.5788 -3.5399
H2 -2.9022 -5.6020 -3.3982
H3 -1.4795 -5.1631 -2.4565
H4 -0.2933 -4.4099 -4.4515
H5 -1.4209 -5.2559 -5.4968
H6 -3.1577 -3.6482 -5.1487
H7 -1.6834 -2.6846 -5.4009
H8 -3.3686 -3.1355 -2.6533
H9 -1.3185 0.1784 -3.4171
H10 -3.5860 0.5465 -1.4027
H11 -3.5261 1.2393 -3.0178
H12 -0.9444 1.5175 -1.6250
H13 -1.8922 2.7735 -2.3912
H14 -3.0588 3.2842 -0.3440
H15 -2.6482 1.6924 0.3286
H16 -0.3461 3.4672 -0.3734
H17 -0.5091 2.2077 0.8224
H18 -2.2160 3.9554 1.9686
H19 -1.3109 5.1097 1.0016
H20 -0.1627 5.0380 3.1123
H21 0.8495 4.0931 2.0371
H22 -1.0446 3.2275 4.2301
H23 -0.6464 2.0588 2.9553
H24 1.8770 3.0720 3.8536
H25 0.9189 2.9737 5.3291
H26 -0.5934 0.1561 5.7311
H27 -0.9247 -0.1649 4.0205
H28 0.0845 -1.2769 4.9517
H29 3.6404 0.5367 5.4742
H30 2.4426 1.2077 6.6124
H31 2.4705 -0.5279 6.2633
H32 1.0970 1.5567 1.5972
H33 2.0884 0.8585 -0.5233
H34 3.7777 -0.9719 -0.5543
H35 4.4614 -2.0379 1.5894
H36 3.4667 -1.3299 3.6990
H37 -0.3241 -0.8262 -1.6287
H38 -2.1547 -0.4298 0.0219
H39 -3.0063 -1.8509 -0.6169
H40 -0.4109 -2.4232 2.2087
H41 -2.0063 -1.6215 2.1955
H42 -0.5561 -0.7417 1.6494
N1 0.7488 3.5066 -3.6846
C24 0.7666 4.7201 -4.2263
C25 0.6508 4.9357 -5.5935
C26 0.4772 3.8371 -6.4281
C27 0.4444 2.5723 -5.8630
C28 0.5983 2.4646 -4.4914
H43 0.8623 5.5532 -3.5378
H44 0.6704 5.9423 -5.9903
H45 0.3603 3.9684 -7.4965
H46 0.2916 1.6729 -6.4437
H47 0.5710 1.4917 -4.0121
N2 1.1916 -0.8982 -6.9093
C29 -0.0040 -1.3689 -6.5524
C30 -0.7471 -2.2423 -7.3340
C31 -0.2231 -2.6422 -8.5515
C32 1.0203 -2.1605 -8.9352
C33 1.6857 -1.2968 -8.0792
H48 -0.3819 -1.0459 -5.5877
H49 -1.7042 -2.5999 -6.9800
H50 -0.7711 -3.3243 -9.1893
H51 1.4697 -2.4511 -9.8758
H52 2.6636 -0.9056 -8.3408
N3 -1.2904 3.6640 6.8757
C34 -1.0857 3.2002 8.1055
C35 -1.1660 3.9884 9.2441
C36 -1.4735 5.3313 9.0960
C37 -1.6875 5.8273 7.8203
C38 -1.5850 4.9545 6.7469
H53 -0.8441 2.1453 8.1807
H54 -0.9903 3.5567 10.2200
H55 -1.5445 5.9800 9.9597
H56 -1.9285 6.8686 7.6554
H57 -1.7456 5.3052 5.7326
N4 3.8111 -4.5682 2.4668
C39 2.8420 -4.6864 1.5609
C40 2.2169 -5.8886 1.2613
C41 2.6193 -7.0282 1.9370
C42 3.6277 -6.9198 2.8824
C43 4.1877 -5.6718 3.1085
H58 2.5539 -3.7731 1.0510
H59 1.4343 -5.9216 0.5158
H60 2.1554 -7.9843 1.7308
H61 3.9753 -7.7825 3.4348
H62 4.9777 -5.5483 3.8420

Output
Spin multiplicity: 1
Max |F| in eV Å⁻¹: 1.04
LUMO energy in eV: 2.01
Net charge: -1
E_tot in hartree: -2434.87555
Highest occupied orbital energy in eV: -4.05

***

[5]
Below is a molecular structure, C4H5O4Rh, with properties calculated with ωB97M-V/def2-TZVPD.

CARTESIAN COORDINATES (ANGSTROEM)
O1 2.1307 0.4687 -0.0108
C1 3.1846 -0.0217 0.0996
O2 4.2236 -0.4991 0.1872
O3 -1.3752 -0.2839 -0.8358
C2 -2.6145 0.2063 -0.6376
C3 -2.8814 1.5005 0.0338
O4 -2.1379 2.3538 0.5493
C4 -0.6299 2.3466 0.5843
Rh1 0.1409 0.6115 -0.2907
H1 -3.2824 -0.4677 -0.0416
H2 -3.2141 0.3371 -1.5752
H3 -3.9497 1.7448 0.1280
H4 -0.4453 2.5377 1.6507
H5 -0.4047 3.2955 0.0751

Output
Spin multiplicity: 5
Max |F| in eV Å⁻¹: 3.99
LUMO energy (alpha / beta) in eV: -9.18 / -12.36
⟨S²⟩: 6.01
Net charge: +2
E_tot in hartree: -566.02126
Highest occupied orbital energy (alpha / beta) in eV: -18.18 / -20.84
ΔE to the lowest compared entry with this formula, charge and spin in kJ/mol: 45.0

***

> net charge of number 2 (C9H13BiN)?

-1